1.
Formula: C2H3NO2
Source: the OMol25 dataset
Level of theory: the ωB97M-V functional and the def2-TZVPD basis

Positions of all 8 atoms, in Å:
C1 -1.045 -0.695 0.306
C2 1.491 0.305 0.011
N1 -1.686 -0.010 -0.404
O1 -2.376 0.526 -1.184
O2 1.555 0.402 -1.207
H1 -0.703 -1.006 1.275
H2 1.242 1.143 0.710
H3 1.522 -0.664 0.494

Summary:
SMILES string = C#[N+][O-].C=O
max |F| = 0.0673 Eh/bohr
frontier orbital gap = 10.7 eV
E_tot = -283.09084 a.u.
energy relative to the best compared isomer or geometry (same formula, charge and spin) = 104.9 kcal/mol
LUMO level = 0.01453 hartree
HOMO level = -0.377 hartree

The molecule's natural (NBO) atomic charges, reported in e, are given here: -0.127 0.260 0.238 -0.352 -0.492 0.253 0.115 0.105



2.
Formula: C6H25NO6
Source: the OMol25 dataset
Level of theory: the ωB97M-V functional and the def2-TZVPD basis

Positions of all 38 atoms, in Å:
C1 -0.852 -2.053 1.238
C2 -1.925 -1.739 2.300
C3 0.416 -1.203 1.503
N1 1.173 -1.296 0.258
C4 2.457 -1.851 0.527
C5 1.317 0.139 -0.167
C6 1.986 1.252 0.671
O1 3.370 1.350 0.399
H1 -1.456 -1.923 0.303
H2 -0.595 -3.078 1.156
H3 -2.323 -0.821 2.059
H4 -2.600 -2.618 2.240
H5 -1.669 -1.904 3.415
H6 0.813 -1.578 2.548
H7 -0.080 -0.137 1.612
H8 2.441 -3.001 0.326
H9 3.017 -1.623 1.423
H10 3.024 -1.483 -0.333
H11 0.349 0.524 -0.372
H12 1.832 0.094 -1.213
H13 1.559 2.222 0.333
H14 2.220 1.203 1.733
H15 3.435 1.951 -0.462
H16 -2.367 2.780 1.158
H17 -2.142 2.113 -0.325
O2 -2.019 2.953 0.212
H18 1.279 4.277 -0.644
H19 -0.061 3.464 -0.575
O3 0.846 3.437 -1.017
H20 -2.255 1.042 -1.837
H21 -3.670 1.743 -1.572
O4 -3.108 1.034 -1.346
H22 -1.501 -0.095 -3.937
H23 -0.602 -0.020 -2.799
O5 -1.059 0.481 -3.356
H24 0.248 -1.899 -1.403
H25 -1.165 -2.069 -1.964
O6 -0.331 -1.669 -2.091

Summary:
SMILES string = CCCN(C)CCO.O.O.O.O.O
max |F| = 0.1257 Eh/bohr
frontier orbital gap = 9.4 eV
E_tot = -749.66275 a.u.
energy relative to the best compared isomer or geometry (same formula, charge and spin) = 101.4 kcal/mol
LUMO level = 0.01746 hartree
HOMO level = -0.329 hartree

natural (NBO) atomic charge list, values in e, 8 entries: -0.397 -0.621 -0.234 -0.490 -0.421 -0.252 -0.151 -0.735



3.
Formula: C6H12NO
Source: the OMol25 dataset
Level of theory: the ωB97M-V functional and the def2-TZVPD basis

Positions of all 20 atoms, in Å:
C1 -0.303 -1.105 2.374
O1 -0.536 0.008 2.984
C2 -0.061 -0.819 0.794
C3 0.229 0.629 0.441
C4 0.016 0.823 -1.085
C5 0.963 1.351 -1.829
C6 -1.432 0.758 -1.695
N1 1.119 -1.602 0.382
H1 -1.178 -1.850 2.388
H2 0.540 -1.678 2.678
H3 -0.862 -1.229 0.160
H4 1.276 0.954 0.681
H5 -0.298 1.226 1.136
H6 0.734 1.715 -2.803
H7 1.937 1.478 -1.504
H8 -1.917 -0.210 -1.397
H9 -1.317 0.905 -2.726
H10 -2.148 1.473 -1.286
H11 1.275 -1.446 -0.595
H12 1.961 -1.378 0.903

Summary:
SMILES string = C=C(C)C[C@@H](N)C[O-]
max |F| = 0.0649 Eh/bohr
frontier orbital gap = 5.9 eV
E_tot = -365.74360 a.u.
energy relative to the best compared isomer or geometry (same formula, charge and spin) = 22.0 kcal/mol
charge = -1
LUMO level = 0.13160 hartree
HOMO level = -0.086 hartree

natural (NBO) atomic charge list, values in e, 8 entries: 0.029 -0.935 -0.078 -0.485 0.083 -0.466 -0.650 -0.864



4.
Formula: C5H11O2
Source: the OMol25 dataset
Level of theory: the ωB97M-V functional and the def2-TZVPD basis

Positions of all 18 atoms, in Å:
C1 1.242 0.417 -1.751
C2 0.177 1.409 -1.310
O1 0.372 1.772 -0.128
O2 -0.777 1.534 -2.042
H1 2.243 0.913 -1.464
H2 1.195 -0.057 -2.711
H3 1.309 -0.410 -1.017
C3 -0.803 -1.355 1.077
C4 -0.277 -2.720 1.575
C5 -0.129 -0.276 2.015
H4 -0.462 -1.192 0.046
H5 -1.923 -1.163 0.990
H6 -1.102 -3.493 1.700
H7 0.242 -2.504 2.538
H8 -0.685 -0.193 3.033
H9 0.926 -0.684 2.390
H10 0.323 -3.152 0.741
H11 -0.090 0.638 1.476

Summary:
max |F| = 0.0654 Eh/bohr
frontier orbital gap = 7.9 eV
E_tot = -347.60376 a.u.
energy relative to the best compared isomer or geometry (same formula, charge and spin) = 28.8 kcal/mol
charge = -1
LUMO level = 0.14106 hartree
HOMO level = -0.148 hartree

natural (NBO) atomic charge list, values in e, 8 entries: -0.746 0.758 -0.820 -0.756 0.199 0.185 0.195 -0.418



5.
Formula: C2H3NO2S2
Source: the OMol25 dataset
Level of theory: the ωB97M-V functional and the def2-TZVPD basis

Positions of all 10 atoms, in Å:
C1 1.314 -0.042 -0.985
C2 -0.156 -0.395 1.152
N1 0.162 0.089 -1.441
O1 -0.900 1.910 0.096
O2 -2.217 -0.145 -0.616
S1 1.602 -0.225 0.737
S2 -0.934 0.527 -0.287
H1 2.075 -0.407 -1.564
H2 -0.488 -1.440 0.871
H3 -0.458 0.128 2.036

Summary:
max |F| = 0.0819 Eh/bohr
frontier orbital gap = 9.9 eV
E_tot = -1079.56493 a.u.
energy relative to the best compared isomer or geometry (same formula, charge and spin) = 35.0 kcal/mol
LUMO level = -0.01144 hartree
HOMO level = -0.377 hartree

natural (NBO) atomic charge list, values in e, 8 entries: 0.016 -0.800 -0.666 -0.902 -0.898 0.277 2.223 0.210



6.
Formula: C47H42F40O9
Source: the OMol25 dataset
Level of theory: the ωB97M-V functional and the def2-TZVPD basis

Positions of all 138 atoms, in Å:
C1 -3.475 -0.027 6.165
C2 -2.683 1.062 5.474
O1 -1.795 1.626 6.413
C3 -0.772 2.411 5.828
C4 0.379 1.528 5.354
C5 1.406 2.247 4.516
C6 1.077 2.743 3.229
C7 -0.296 2.535 2.636
O2 -0.159 1.848 1.378
C8 -1.269 1.116 1.018
C9 -2.097 1.612 0.025
C10 -3.206 0.900 -0.397
C11 -3.493 -0.328 0.178
C12 -2.659 -0.824 1.164
C13 -1.551 -0.111 1.583
C14 2.013 3.428 2.460
C15 1.712 4.022 1.117
C16 3.311 3.585 2.931
C17 3.660 3.087 4.161
C18 2.724 2.437 4.959
C19 3.223 1.976 6.292
O3 2.570 2.059 7.305
C20 4.624 1.493 6.286
C21 5.506 2.102 5.508
C22 5.050 3.226 4.664
O4 5.733 4.186 4.432
H1 -4.131 0.435 6.895
H2 -4.042 -0.583 5.427
H3 -2.792 -0.693 6.677
H4 -2.167 0.626 4.615
H5 -3.359 1.829 5.088
H6 -1.168 3.062 5.048
H7 -0.405 3.048 6.626
H8 0.812 1.114 6.249
H9 0.020 0.675 4.779
H10 -0.895 1.918 3.288
H11 -0.781 3.497 2.476
H12 -1.873 2.568 -0.423
H13 -3.812 1.306 -1.189
H14 -4.346 -0.881 -0.175
H15 -2.876 -1.788 1.596
H16 -0.877 -0.511 2.326
H17 0.676 3.924 0.830
H18 1.972 5.077 1.109
H19 2.311 3.550 0.345
H20 4.028 4.109 2.320
H21 4.905 0.668 6.916
H22 6.545 1.820 5.440
C23 1.418 -3.011 10.950
C24 1.187 -3.748 9.622
C25 2.361 -4.537 9.044
F1 3.393 -3.734 8.729
F2 1.952 -5.149 7.905
F3 0.705 -2.892 8.696
F4 0.213 -4.671 9.864
O5 1.677 -1.621 10.909
C26 2.948 -1.121 10.766
C27 3.071 -0.225 9.531
F5 2.809 -0.922 8.404
F6 4.338 0.243 9.448
F7 3.876 -2.097 10.781
F8 3.185 -0.333 11.835
H23 0.463 -3.078 11.469
H24 2.137 -3.538 11.577
H25 2.698 -5.304 9.746
H26 2.377 0.614 9.597
C28 1.673 -4.331 2.192
C29 2.571 -4.721 1.007
C30 2.670 -3.739 -0.161
F9 1.479 -3.568 -0.767
F10 3.527 -4.243 -1.085
F11 2.221 -5.943 0.550
F12 3.836 -4.824 1.505
O6 0.378 -4.907 2.240
C31 -0.680 -4.311 1.613
C32 -1.284 -5.225 0.545
F13 -0.369 -5.508 -0.403
F14 -2.322 -4.589 -0.043
F15 -0.348 -3.110 1.118
F16 -1.639 -4.104 2.549
H27 2.171 -4.739 3.064
H28 1.645 -3.252 2.341
H29 3.048 -2.769 0.171
H30 -1.632 -6.156 0.996
C33 -4.709 0.215 -6.515
C34 -4.827 1.376 -7.516
C35 -3.952 2.607 -7.281
F17 -4.254 3.220 -6.118
F18 -4.160 3.507 -8.275
F19 -6.120 1.747 -7.631
F20 -4.440 0.880 -8.726
O7 -5.702 0.118 -5.511
C36 -5.582 0.763 -4.306
C37 -6.723 1.756 -4.084
F21 -6.714 2.704 -5.040
F22 -6.554 2.357 -2.885
F23 -4.374 1.341 -4.169
F24 -5.671 -0.182 -3.344
H31 -4.857 -0.682 -7.114
H32 -3.703 0.135 -6.102
H33 -2.892 2.341 -7.280
H34 -7.684 1.238 -4.102
C38 3.694 -5.611 -4.624
C39 2.540 -5.827 -5.617
C40 1.636 -7.044 -5.408
F25 2.323 -8.196 -5.534
F26 0.668 -7.035 -6.355
F27 3.020 -5.823 -6.879
F28 1.726 -4.740 -5.495
O8 4.990 -6.016 -5.030
C41 5.451 -7.291 -4.820
C42 5.794 -7.981 -6.142
F29 4.700 -8.083 -6.920
F30 6.248 -9.228 -5.883
F31 4.603 -8.025 -4.080
F32 6.603 -7.191 -4.119
H35 3.781 -4.530 -4.527
H36 3.446 -5.976 -3.627
H37 1.161 -7.009 -4.423
H38 6.561 -7.417 -6.675
C43 -2.489 6.386 -9.761
C44 -1.594 6.309 -8.510
C45 -2.204 6.738 -7.173
F33 -2.550 8.039 -7.185
F34 -1.279 6.566 -6.198
F35 -0.446 6.980 -8.736
F36 -1.257 4.994 -8.352
O9 -2.316 7.506 -10.612
C46 -3.004 8.677 -10.425
C47 -2.051 9.849 -10.175
F37 -1.325 9.639 -9.061
F38 -2.775 10.977 -10.004
F39 -3.933 8.575 -9.459
F40 -3.660 8.945 -11.577
H39 -2.181 5.544 -10.378
H40 -3.538 6.210 -9.526
H41 -3.080 6.129 -6.934
H42 -1.375 9.973 -11.024

Summary:
SMILES string = CCOCCc1c(COc2ccccc2)c(C)cc2c1C(=O)C=CC2=O.FC(F)C(F)(F)COC(F)(F)C(F)F.FC(F)C(F)(F)COC(F)(F)C(F)F.FC(F)C(F)(F)COC(F)(F)C(F)F.FC(F)C(F)(F)COC(F)(F)C(F)F.FC(F)C(F)(F)COC(F)(F)C(F)F
max |F| = 0.0168 Eh/bohr
frontier orbital gap = 8.5 eV
E_tot = -6487.96344 a.u.
LUMO level = -0.02949 hartree
HOMO level = -0.341 hartree

Löwdin atomic charge list, values in e, 8 entries: -0.061 -0.291 -0.133 -0.191 -0.102 -0.059 -0.068 -0.117